## i
This record from the OMol25 dataset describes an isolated ion of composition C6H14NO2S and charge -1. The level of theory is wB97M-V/def2-TZVPD.

## Properties
Charge   -1
HOMO-LUMO gap   0.2500 hartree
Structure (SMILES)   CCC(C(C)C)=[S@](N)(=O)[O-]
Spin multiplicity   1
HOMO   -3.111 eV

Geometry (Å):
C1 0.04744 -0.08899 -2.58539
C2 -0.71431 0.37219 -1.41097
C3 -0.24209 -0.45854 -0.01672
C4 0.80558 -0.01332 0.89141
C5 1.48270 1.25113 0.48442
C6 1.88677 -1.09489 0.95231
S1 -1.64202 -0.92310 0.75305
N1 -2.73710 0.48328 1.02736
O1 -1.49962 -1.39849 2.13154
O2 -2.48282 -1.70043 -0.13986
H1 1.01818 -0.07578 -2.26973
H2 -0.26255 -1.18687 -2.90960
H3 -0.06075 0.61694 -3.44823
H4 -1.81698 0.29778 -1.49627
H5 -0.55951 1.46903 -1.33477
H6 0.49933 0.10411 2.04271
H7 2.35537 1.51306 1.11189
H8 1.71963 1.16199 -0.55611
H9 0.79569 2.13082 0.45803
H10 2.53674 -1.19728 0.08796
H11 1.45277 -1.95266 1.31132
H12 2.65165 -0.95389 1.82345
H13 -2.10656 1.34185 1.09241
H14 -3.12753 0.30205 1.99978



## ii
This record from the OMol25 dataset describes an isolated ion of composition C6H14NO2S and charge -1. The level of theory is wB97M-V/def2-TZVPD.

## Properties
Charge   -1
HOMO-LUMO gap   0.2592 hartree
Structure (SMILES)   CCC(C(C)C)=[S@](N)(=O)[O-]
Spin multiplicity   1
HOMO   -3.324 eV

Geometry (Å):
C1 1.39439 2.44385 0.20207
C2 0.13547 1.68254 0.51897
C3 -0.07997 0.41587 -0.75174
C4 0.83027 -0.73963 -0.45076
C5 0.70138 -1.75853 -1.58326
C6 0.70345 -1.55972 0.87648
S1 -1.72563 0.03867 -0.58268
N1 -2.22787 -0.24882 1.14188
O1 -2.07156 -1.22293 -1.21057
O2 -2.51455 1.17291 -0.95757
H1 1.36368 3.41700 0.65052
H2 2.12597 1.83404 0.55070
H3 1.61753 2.61292 -0.83909
H4 -0.66819 2.37994 0.29345
H5 0.06577 1.32671 1.59956
H6 1.92032 -0.20601 -0.35362
H7 1.51401 -2.44444 -1.50373
H8 -0.25885 -2.16891 -1.55756
H9 0.87456 -1.25309 -2.51963
H10 -0.21605 -1.22090 1.30239
H11 1.37388 -1.16456 1.62562
H12 0.75983 -2.66019 0.82685
H13 -2.61711 -1.09309 1.61964
H14 -3.00072 0.41637 1.10207



Which is the most stable structure? i is the most stable.



## i
This record from the OMol25 dataset describes an isolated ion of composition C4H11N2O2 and charge +1. The level of theory is wB97M-V/def2-TZVPD.

## Properties
Charge   +1
HOMO-LUMO gap   0.3939 hartree
Structure (SMILES)   CNC(=O)[C@@H]([NH3+])CO
Spin multiplicity   1
HOMO   -13.900 eV

Geometry (Å):
C1 2.31036 0.59001 1.35506
N1 1.99342 -0.09777 0.10781
C2 0.83978 -0.03548 -0.55601
O1 0.78610 -0.25072 -1.77051
C3 -0.44503 0.27174 0.13022
N2 -1.33090 0.86491 -0.95724
C4 -1.21363 -0.98364 0.63278
O2 -2.55177 -0.51915 0.76452
H1 1.55440 1.30268 1.67571
H2 3.23393 1.16700 1.27504
H3 2.36631 -0.17708 2.14450
H4 2.78362 -0.57167 -0.30129
H5 -0.30193 0.94895 0.96186
H6 -0.75642 1.48664 -1.52272
H7 -2.18561 1.24914 -0.55315
H8 -1.63648 0.10296 -1.56734
H9 -1.21104 -1.68982 -0.21218
H10 -0.87538 -1.24350 1.64067
H11 -3.15325 -1.14511 1.15379



## ii
This record from the OMol25 dataset describes a 3-piece molecular cluster, C4H11N2O2 overall. The level of theory is wB97M-V/def2-TZVPD.

## Properties
Charge   +1
HOMO-LUMO gap   0.4064 hartree
Spin multiplicity   1
HOMO   -13.779 eV

Geometry (Å):
C1 -1.68016 -0.37374 -1.48211
C2 -0.56785 -0.47063 -0.51551
C3 -0.46627 -1.38329 0.47298
N1 0.61425 -1.01512 1.23934
C4 1.11660 0.11016 0.76558
N2 0.36824 0.51330 -0.24702
H1 -1.52278 0.10215 -2.45280
H2 -2.59076 0.10985 -1.12009
H3 -1.95030 -1.36783 -1.74995
H4 -1.05492 -2.28302 0.50930
H5 1.05559 -1.53924 1.98079
H6 2.03237 0.56115 1.10427
H7 0.59702 1.24740 -0.88933
H8 -1.80576 0.63960 2.97628
H9 -2.00389 0.31853 1.60487
O1 -1.42970 0.90315 2.12090
H10 3.09320 2.10030 -1.31637
H11 3.40202 0.63912 -1.75488
O2 2.79308 1.18817 -1.24626



## iii
This record from the OMol25 dataset describes an isolated ion of composition C4H11N2O2 and charge +1. The level of theory is wB97M-V/def2-TZVPD.

## Properties
Charge   +1
HOMO-LUMO gap   0.3950 hartree
Structure (SMILES)   CNC(=O)[C@@H]([NH3+])CO
Spin multiplicity   1
HOMO   -13.921 eV

Geometry (Å):
C1 0.84134 -1.16434 2.25007
N1 1.18066 -1.30772 0.82030
C2 0.86358 -0.44537 -0.15907
O1 1.28090 -0.71150 -1.30803
C3 -0.02689 0.79664 0.05566
N2 0.06677 1.49873 -1.22257
C4 -1.42993 0.17613 0.19042
O2 -2.29195 0.96884 -0.63767
H1 0.60534 -2.15285 2.65270
H2 0.10306 -0.38750 2.26311
H3 1.75883 -0.78467 2.78510
H4 1.41011 -2.24847 0.49197
H5 0.19168 1.44878 0.94084
H6 0.39897 2.45881 -1.12064
H7 -0.90849 1.63478 -1.54696
H8 0.64214 0.92050 -1.93966
H9 -1.56934 -0.88465 -0.17270
H10 -1.83009 0.10223 1.16542
H11 -3.11141 0.59517 -0.97547



Which is the most stable structure? ii is the most stable.